{
  "formula": "C26H37BN9ORh",
  "method": "ωB97M-V with the def2-TZVPD basis set",
  "elements": ["Rh", "C", "C", "C", "C", "C", "C", "N", "N", "B", "N", "C", "C", "C", "N", "C", "C", "C", "N", "C", "C", "C", "N", "C", "C", "C", "H", "H", "H", "H", "H", "H", "H", "H", "H", "H", "H", "H", "H", "H", "H", "H", "H", "H", "H", "H", "H", "H", "H", "H", "H", "H", "H", "H", "N", "C", "C", "C", "N", "C", "N", "C", "C", "C", "C", "O", "H", "H", "H", "H", "H", "H", "H", "H", "H"],
  "xyz": [[0.0603, -0.2791, 0.1022], [2.5438, 3.7556, 0.2634], [2.7354, 2.4870, -0.5813], [4.0620, 2.5488, -1.3395], [1.5764, 2.3356, -1.5223], [1.2962, 3.1219, -2.6538], [0.0512, 2.7055, -3.0723], [-0.3716, 1.7390, -2.2421], [0.5597, 1.5064, -1.2872], [-1.8011, 1.1622, -2.1213], [-1.8013, -0.3777, -2.2857], [-2.2610, -1.0722, -3.3321], [-2.4025, -2.3886, -2.9520], [-1.9905, -2.4298, -1.6102], [-1.6244, -1.2002, -1.2174], [-2.1401, -3.5698, -0.6372], [-0.7991, -4.1269, -0.1723], [-3.0091, -4.6793, -1.2239], [-2.3223, 1.5132, -0.7025], [-3.3474, 2.2995, -0.3457], [-3.3702, 2.3882, 1.0310], [-2.2780, 1.6184, 1.4661], [-1.6731, 1.0904, 0.4021], [-1.8186, 1.3233, 2.8730], [-0.3177, 1.5720, 3.0624], [-2.6136, 2.1512, 3.8779], [3.3194, 3.8296, 1.0285], [1.5671, 3.7537, 0.7527], [2.6029, 4.6417, -0.3727], [2.7314, 1.6387, 0.1121], [4.0961, 3.4500, -1.9571], [4.1952, 1.6889, -2.0001], [4.9019, 2.5843, -0.6438], [1.9185, 3.8832, -3.1005], [-0.5698, 3.0406, -3.8916], [-2.5069, 1.6620, -2.9559], [-2.4952, -0.5839, -4.2671], [-2.7506, -3.2107, -3.5571], [-2.6551, -3.1553, 0.2339], [-0.2764, -4.5959, -1.0128], [-0.9473, -4.8834, 0.6031], [-0.1690, -3.3385, 0.2274], [-2.5162, -5.1421, -2.0853], [-3.9827, -4.3038, -1.5460], [-3.1711, -5.4572, -0.4756], [-3.9957, 2.7416, -1.0873], [-4.0689, 2.9465, 1.6320], [-2.0179, 0.2658, 3.0650], [-0.0748, 2.6191, 2.8673], [0.2844, 0.9623, 2.3961], [-0.0113, 1.3217, 4.0791], [-2.4683, 3.2200, 3.6946], [-2.2869, 1.9315, 4.8962], [-3.6824, 1.9336, 3.8125], [3.8211, -0.4781, -0.3510], [4.8826, 0.1710, 0.0141], [6.1954, -0.1442, 0.1319], [7.0596, 0.6582, 0.9534], [7.7477, 1.2978, 1.6195], [6.7601, -1.2251, -0.6313], [7.1581, -2.1066, -1.2582], [3.6011, -1.9237, -0.1982], [2.6277, -2.2119, 0.9550], [3.2179, -1.7204, 2.2742], [2.4747, -3.7292, 1.0086], [1.4013, -1.5708, 0.7204], [4.5593, -2.4081, -0.0289], [2.9834, 0.0457, -0.5598], [3.1655, -2.2979, -1.1243], [4.2017, -2.1644, 2.4477], [2.5558, -2.0049, 3.0945], [3.3180, -0.6328, 2.2770], [3.4441, -4.1968, 1.2028], [2.0862, -4.1060, 0.0631], [1.7839, -4.0049, 1.8064]],
  "forces_ev_per_angstrom": [[-0.26, 0.04, -0.01], [-0.02, -0.07, 0.01], [-0.05, 0.17, -0.04], [-0.02, 0.11, -0.04], [-0.09, 0.21, 0.05], [0.11, -0.05, -0.07], [0.01, 0.02, 0.09], [-0.11, 0.05, -0.06], [0.11, -0.22, -0.19], [0.13, -0.02, 0.12], [-0.11, 0.13, 0.12], [-0.10, -0.01, -0.02], [0.18, -0.21, 0.01], [-0.33, 0.22, 0.03], [0.36, -0.22, -0.36], [0.14, -0.03, -0.06], [0.00, -0.07, -0.09], [-0.01, 0.00, -0.02], [0.06, -0.07, -0.13], [-0.07, -0.03, 0.05], [0.05, 0.13, 0.08], [-0.12, -0.15, -0.14], [0.11, 0.21, 0.39], [0.06, 0.19, -0.05], [-0.21, 0.10, 0.00], [-0.10, -0.03, 0.03], [-0.01, 0.00, -0.04], [0.05, 0.00, 0.00], [-0.02, -0.02, 0.03], [-0.06, 0.21, 0.02], [-0.02, -0.03, 0.01], [0.01, 0.08, 0.01], [-0.05, 0.09, -0.08], [-0.08, -0.09, 0.07], [0.06, -0.06, 0.13], [0.08, -0.02, 0.02], [0.02, 0.00, 0.13], [-0.03, 0.10, 0.07], [-0.01, 0.02, 0.03], [0.00, 0.03, 0.07], [0.02, 0.03, -0.05], [0.09, 0.04, 0.06], [-0.05, 0.03, 0.07], [0.05, -0.03, 0.02], [0.00, 0.01, -0.04], [0.10, -0.07, 0.02], [0.06, -0.05, -0.04], [0.01, -0.08, 0.01], [0.00, -0.01, 0.03], [0.18, -0.17, -0.21], [-0.04, 0.04, 0.00], [-0.01, -0.07, 0.04], [-0.01, 0.02, -0.05], [0.07, 0.04, 0.03], [0.03, -0.45, -0.06], [0.22, -0.35, 0.33], [0.19, 0.02, -0.05], [-0.06, -0.07, -0.08], [-0.13, -0.09, -0.10], [-0.02, 0.06, 0.08], [-0.07, 0.13, 0.08], [-0.14, 0.21, 0.07], [0.27, 0.33, 0.12], [-0.03, 0.05, 0.06], [-0.20, 0.03, 0.00], [-0.10, -0.29, -0.19], [0.02, 0.01, -0.04], [-0.06, 0.00, -0.16], [0.03, 0.00, -0.09], [-0.04, 0.04, 0.04], [0.03, 0.03, -0.04], [0.00, -0.04, 0.01], [-0.09, 0.02, 0.00], [-0.02, -0.06, -0.01], [0.01, -0.02, -0.03]],
  "multiplicity": 5,
  "lumo_ev": [0.45, -1.45],
  "s2": 6.012,
  "charge": 0,
  "orbital_gap_ev": [8.96, 7.71]
}


{
  "formula": "C26H37Br4N3O4",
  "method": "ωB97M-V with the def2-TZVPD basis set",
  "elements": ["C", "C", "C", "C", "O", "C", "C", "C", "C", "N", "N", "N", "C", "O", "C", "C", "C", "C", "C", "C", "Br", "C", "C", "Br", "C", "C", "C", "C", "C", "O", "C", "C", "O", "H", "H", "H", "H", "H", "H", "H", "H", "H", "H", "H", "H", "H", "H", "H", "H", "H", "H", "H", "H", "H", "H", "H", "H", "H", "H", "H", "H", "H", "H", "H", "H", "H", "Br", "C", "C", "Br", "H", "H", "H", "H"],
  "xyz": [[7.6249, -0.5580, -0.2884], [6.6458, -0.5243, -1.4705], [5.4175, -1.4264, -1.1867], [4.0783, -0.6757, -1.2238], [3.2776, -1.1701, -0.1436], [2.0064, -0.6900, -0.1450], [0.9469, -1.4606, -0.4362], [1.1676, -2.8951, -0.8281], [0.3466, -3.9748, -0.0459], [1.2684, -5.1287, 0.0647], [-0.8138, -4.3876, -0.8457], [-0.0148, -3.6093, 1.3043], [-0.4255, -0.8658, -0.3840], [-1.3676, -1.6102, -0.5872], [-0.6123, 0.5981, -0.1125], [0.5145, 1.3878, 0.1680], [0.4728, 2.7451, 0.4112], [-0.7741, 3.3619, 0.3772], [-1.9074, 2.6053, 0.1231], [-3.2044, 3.3468, 0.1336], [-3.6060, 4.3943, -1.3888], [-4.0173, 3.2560, 1.1840], [-3.7597, 2.4581, 2.4163], [-5.6942, 4.1624, 1.1803], [-1.8692, 1.2257, -0.1270], [-3.1681, 0.4912, -0.3979], [-3.3439, 0.2092, -1.8981], [-4.6066, -0.6462, -2.1372], [-4.3747, -1.6632, -3.2578], [-3.4850, -2.6994, -2.9021], [-4.0173, -3.5888, -1.9454], [1.8670, 0.7477, 0.2182], [2.8325, 1.3901, 0.5783], [7.7243, -1.6008, 0.0226], [8.6155, -0.2094, -0.5829], [7.2531, 0.0093, 0.5656], [7.1760, -0.9463, -2.3270], [6.3226, 0.4902, -1.7060], [5.3924, -2.3127, -1.8211], [5.5133, -1.7784, -0.1561], [4.3057, 0.3833, -1.0939], [3.5865, -0.8309, -2.1897], [2.2182, -3.1672, -0.7825], [0.8592, -2.9887, -1.8742], [1.5122, -5.3962, -0.8887], [0.7357, -5.9160, 0.4248], [-0.7653, -5.3755, -1.0439], [-1.6979, -4.1624, -0.4135], [-0.9743, -3.3138, 1.3886], [0.6259, -2.9512, 1.7228], [1.3751, 3.3023, 0.5921], [-0.8837, 4.4226, 0.5357], [-4.4797, 1.6370, 2.4913], [-3.8908, 3.0590, 3.3181], [-2.7636, 2.0191, 2.4427], [-4.0180, 1.0407, 0.0029], [-3.1205, -0.4389, 0.1706], [-3.4318, 1.1721, -2.4083], [-2.4543, -0.2980, -2.2691], [-5.3788, 0.0352, -2.5061], [-4.9293, -1.1338, -1.2168], [-5.3408, -2.1177, -3.5214], [-3.9663, -1.1321, -4.1189], [-3.6072, -4.5752, -2.1636], [-3.7213, -3.2851, -0.9344], [-5.1113, -3.6288, -1.9923], [2.8454, 4.4524, 5.4863], [1.7942, 5.9823, 4.9090], [0.5308, 5.5552, 4.2106], [0.8741, 4.9249, 2.3994], [2.4373, 6.5868, 4.2780], [1.5585, 6.5299, 5.8188], [-0.1437, 6.4015, 4.0977], [0.0179, 4.7493, 4.7251]],
  "forces_ev_per_angstrom": [[-0.18, -0.16, -0.29], [0.04, -0.83, 0.05], [-0.19, 0.44, 0.55], [1.13, -0.18, -0.23], [-0.44, 0.01, -0.20], [0.09, 0.25, -0.11], [0.60, 0.16, 0.33], [-0.86, -0.04, -0.36], [0.47, -0.71, -0.30], [-0.05, 0.15, -0.45], [-0.04, 0.18, 0.26], [-0.24, -0.36, -0.04], [-0.08, -0.53, -0.10], [0.13, 0.27, 0.14], [0.03, 0.51, 0.07], [0.65, -0.77, -0.17], [-1.03, 0.01, -0.45], [0.27, -0.54, -0.40], [-0.23, 0.46, -0.25], [-0.06, -0.35, 0.48], [0.18, -0.15, 0.00], [-0.18, 0.50, -0.32], [-0.14, -0.32, 0.33], [0.14, -0.15, 0.17], [-0.38, -0.05, 0.09], [0.68, -0.21, 0.18], [-0.35, -0.13, 0.72], [0.65, 0.49, -0.88], [-0.53, -0.03, 0.65], [0.04, 0.08, -0.30], [0.25, 0.14, -0.01], [0.10, 0.42, 0.34], [-0.05, -0.20, -0.15], [0.14, 0.07, 0.09], [-0.05, 0.18, 0.14], [0.07, 0.05, -0.02], [-0.06, 0.32, -0.17], [0.16, 0.02, -0.08], [0.03, 0.06, -0.04], [-0.07, -0.12, -0.06], [-0.40, 0.05, 0.11], [-0.27, 0.05, 0.15], [0.05, 0.33, 0.26], [-0.04, -0.05, 0.05], [0.24, 0.01, 0.08], [0.03, 0.11, 0.28], [-0.15, -0.05, 0.19], [-0.03, 0.09, -0.14], [0.09, 0.30, -0.03], [-0.05, 0.03, 0.04], [0.19, -0.25, -0.10], [-0.04, 0.02, -0.06], [-0.01, 0.06, -0.06], [-0.01, 0.11, -0.11], [0.04, 0.12, -0.16], [0.04, 0.16, -0.21], [-0.14, -0.11, -0.28], [0.03, -0.08, -0.12], [-0.06, -0.06, -0.02], [-0.30, -0.20, 0.33], [-0.12, 0.01, -0.04], [0.04, 0.11, -0.23], [0.08, -0.24, -0.08], [-0.03, 0.00, 0.11], [-0.08, -0.05, 0.01], [0.01, -0.05, -0.04], [0.03, 0.02, -0.06], [0.04, -0.13, 0.22], [0.01, 0.24, -0.25], [0.23, 0.51, 0.98], [-0.04, 0.00, -0.04], [-0.05, 0.01, -0.02], [0.02, 0.02, 0.03], [0.05, -0.01, 0.03]],
  "smiles": "CCCCOC1=C(CC(N)(N)N)C(=O)c2c(ccc(/C(Br)=C(\\C)Br)c2CCCCOC)C1=O.BrCCBr",
  "lumo_ev": -1.07,
  "charge": 0,
  "orbital_gap_ev": 7.85
}


{
  "formula": "C26H37BrClN2O5PS",
  "method": "ωB97M-V with the def2-TZVPD basis set",
  "elements": ["C", "C", "O", "C", "C", "C", "C", "C", "O", "C", "N", "C", "C", "C", "S", "C", "C", "C", "C", "C", "C", "Br", "C", "P", "O", "Cl", "C", "C", "N", "H", "H", "H", "H", "H", "H", "H", "H", "H", "H", "H", "H", "H", "H", "H", "H", "H", "H", "H", "H", "H", "C", "C", "C", "O", "H", "H", "H", "H", "H", "H", "H", "H", "C", "C", "C", "O", "H", "H", "H", "H", "H", "H", "H", "H"],
  "xyz": [[5.0533, -3.0983, -0.0104], [4.2916, -1.6579, 0.1994], [4.0779, -0.9062, -1.0806], [4.2791, 0.5425, -0.7735], [3.5259, 1.5218, -1.9009], [1.9971, 1.7494, -1.3288], [1.6420, 2.4706, 0.1342], [0.0708, 2.6297, 0.6660], [-0.1597, 3.3147, 1.9812], [-0.7105, 2.3180, 2.9581], [-1.0654, 1.4169, 3.8400], [-1.1848, 2.0479, -0.2733], [-0.7702, 1.3509, -1.7361], [0.7665, 1.1922, -2.2864], [-2.2628, 0.6939, -2.7322], [-3.3604, -0.0501, -1.3562], [-4.1678, -1.4604, -1.5727], [-5.0701, -2.0805, -0.3129], [-5.8038, -3.5189, -0.5971], [-7.2563, -3.4207, -1.3532], [-6.9975, -3.1207, -2.9529], [-8.2160, -5.2039, -1.1181], [-5.1239, -1.2322, 1.1049], [-6.1276, -1.9109, 2.6264], [-5.6592, -3.5694, 2.9636], [-8.1652, -1.8021, 1.9605], [-4.2995, 0.2052, 1.2958], [-3.3777, 0.8447, 0.0567], [-2.6177, 2.1661, 0.2112], [4.6288, -3.7394, -0.9151], [4.9444, -3.8094, 0.9422], [6.2260, -2.9376, -0.1322], [4.9811, -1.0273, 0.9421], [3.2683, -1.8582, 0.7648], [5.4051, 0.8541, -0.7061], [3.7911, 0.6993, 0.3046], [3.4509, 0.8776, -2.8915], [4.1193, 2.5074, -2.1149], [2.5804, 2.8419, 0.7480], [0.9200, 0.6835, -3.3442], [-4.0847, -2.0211, -2.6233], [-5.8244, -4.1519, 0.4032], [-5.0808, -4.1191, -1.3333], [-7.9584, -2.6337, -0.8234], [-6.0786, -3.7907, -3.3162], [-7.9461, -3.3461, -3.6321], [-6.6368, -1.9985, -3.1407], [-4.6505, -3.6460, 2.8427], [-4.3147, 0.8279, 2.3142], [-3.0652, 2.9020, -0.3860], [5.9664, 6.7320, -3.0023], [5.7440, 5.2973, -3.4538], [5.9188, 5.1561, -4.9575], [4.4284, 4.8865, -3.0907], [5.2423, 7.4073, -3.4718], [5.8252, 6.8209, -1.9198], [6.9756, 7.0728, -3.2532], [6.4480, 4.6356, -2.9376], [5.1930, 5.7756, -5.4963], [5.7436, 4.1210, -5.2697], [6.9266, 5.4497, -5.2671], [3.7964, 5.4686, -3.5444], [-0.1110, -3.5565, 6.3147], [0.5427, -2.7007, 5.2414], [-0.4397, -1.6980, 4.6575], [1.0336, -3.5418, 4.2008], [-0.9464, -4.1329, 5.9016], [0.6044, -4.2817, 6.7172], [-0.4853, -2.9397, 7.1376], [1.4016, -2.1699, 5.6663], [-1.2868, -2.2085, 4.1855], [0.0411, -1.0976, 3.8778], [-0.8239, -1.0256, 5.4306], [0.2778, -4.0173, 3.8177]],
  "forces_ev_per_angstrom": [[0.39, -0.50, 0.01], [0.50, -0.82, 1.05], [0.95, 1.14, 2.32], [-0.57, 0.63, 0.50], [-0.82, -1.47, 0.99], [-3.85, 0.40, 0.07], [-2.44, -1.43, -2.35], [1.13, -2.16, -3.80], [-1.60, -4.80, 0.81], [-1.08, -4.78, 4.31], [3.09, 8.32, -8.01], [4.08, -0.13, -0.83], [2.04, 1.05, 2.59], [-1.28, 1.81, 3.98], [0.50, -0.21, 2.67], [-1.26, -0.73, 2.86], [0.03, 2.08, 3.47], [2.14, 3.43, -0.63], [1.01, -0.23, 0.12], [0.73, 1.19, -0.17], [0.42, -0.02, -0.22], [0.78, 1.25, -0.25], [2.00, 0.53, -3.66], [1.23, 0.52, 0.60], [1.09, 1.77, -1.65], [1.19, -0.80, -0.18], [0.84, -1.13, -3.22], [-2.63, -4.06, -0.20], [0.91, -2.11, -1.87], [0.91, 1.64, 1.81], [0.01, 1.85, -1.90], [-2.60, -0.29, -0.02], [-1.50, -1.27, -1.68], [1.93, 0.61, -1.40], [-1.87, -0.93, -0.21], [1.03, 0.05, -2.40], [0.08, 1.48, 2.04], [-1.31, -1.80, 0.62], [-2.45, -0.72, -1.18], [-0.20, 1.19, 2.59], [-0.16, 1.38, 2.67], [-0.30, 1.51, -2.05], [-1.55, 1.34, 1.61], [1.52, -1.68, -1.24], [-2.20, 1.24, 0.77], [2.08, 0.50, 1.65], [-1.00, -2.36, 0.67], [-2.15, 0.25, 0.10], [-0.07, -1.71, -2.44], [0.31, -0.96, 0.67], [0.16, 0.10, 0.32], [-0.22, 0.53, -0.42], [0.15, -0.29, -0.18], [-0.23, -0.17, 0.12], [0.10, -0.10, -0.10], [0.08, -0.06, -0.15], [-0.12, 0.01, 0.02], [-0.26, -0.02, 0.02], [0.10, 0.08, 0.12], [0.09, 0.12, 0.09], [-0.12, -0.02, -0.01], [0.29, -0.25, 0.20], [0.19, -0.13, 0.33], [-0.73, -0.19, -0.14], [0.17, 0.31, -0.04], [0.19, -0.20, -0.21], [-0.01, 0.17, -0.02], [-0.06, 0.16, -0.03], [0.00, -0.10, -0.08], [0.01, -0.18, -0.21], [0.01, -0.06, 0.14], [-0.07, -0.05, 0.21], [0.01, -0.04, -0.16], [0.32, 0.26, 0.21]],
  "smiles": "CCOCCc1cc(OC#N)c2c(c1)Sc1cc(C[C@@H](C)Br)c(P(O)Cl)cc1N2.CC(C)O.CC(C)O",
  "lumo_ev": -0.82,
  "charge": 0,
  "orbital_gap_ev": 7.69
}